(1)
Density functional theory data (ωB97M-V with the def2-TZVPD basis set) for a structure of composition C17H25Cl2FINO11S2.

E_LUMO = -0.03 eV
total charge = 0
spin multiplicity = 1

```
60
Properties=species:S:1:pos:R:3:forces:R:3
C 3.4430 3.1165 -3.6717 0.34 0.20 -0.05
C 3.3245 4.0216 -2.4614 -0.20 0.03 -0.05
F 4.5188 4.7444 -2.4706 -0.19 0.03 0.14
C 3.0857 3.5010 -0.9747 0.11 0.01 -0.13
Cl 4.6863 3.3334 -0.2009 0.08 -0.20 -0.09
C 2.3889 4.6304 -0.1651 0.15 0.43 0.12
S 3.1852 6.2602 -0.2277 -0.07 0.01 0.19
O 1.0324 4.8172 -0.6318 0.32 0.14 -0.14
S 0.0019 3.7241 -0.1395 -0.18 -0.10 0.06
O 0.0706 3.6284 1.2807 -0.11 -0.02 -0.12
O -1.2252 4.0219 -0.8070 0.12 0.02 0.22
C 0.7280 2.2833 -0.9917 0.06 -0.06 -0.64
N 0.5997 2.6078 -2.4137 0.38 -0.09 0.07
C -0.1357 1.0404 -0.6736 -0.36 -0.10 0.24
C -0.6464 0.7895 0.7592 0.05 0.11 -0.11
C -0.8282 -0.6520 1.1650 0.11 0.31 -0.49
O -1.0112 -0.9657 2.2967 -0.14 -0.22 0.72
O -0.9312 -1.5757 0.1687 0.13 -0.49 -0.24
C 2.2731 2.1630 -0.7037 -0.19 0.11 0.63
Cl 2.4369 1.7381 1.0596 0.07 0.09 -0.18
I 3.0948 0.4362 -1.6896 -0.13 0.00 -0.14
H 3.6336 3.7901 -4.5139 -0.09 -0.06 0.09
H 2.5550 2.5409 -3.8821 -0.07 -0.10 0.10
H 4.3203 2.4771 -3.5863 -0.10 -0.08 0.06
H 2.5393 4.7659 -2.6273 -0.07 -0.20 -0.05
H 2.3761 4.3733 0.8941 -0.04 -0.18 -0.09
H 2.4101 6.7239 -1.2129 0.01 -0.01 -0.13
H 0.0380 3.4295 -2.5900 -0.15 -0.08 0.02
H 0.2170 1.8240 -2.9247 -0.04 0.03 -0.01
H 0.3907 0.1631 -1.0513 0.13 0.16 -0.02
H -1.0183 1.1527 -1.3085 0.10 -0.03 0.00
H -0.0408 1.2517 1.5293 -0.01 0.02 -0.03
H -1.6504 1.2195 0.8632 0.13 0.04 0.04
H -0.0860 -1.7778 -0.2605 -0.06 0.14 -0.07
C -3.6806 -1.4768 6.2940 -0.11 0.09 0.07
C -4.3172 -1.6913 4.9474 0.02 0.01 0.04
C -3.9056 -0.7298 3.8535 -0.02 -0.01 -0.05
O -5.0757 -0.7105 3.0188 0.07 0.05 0.00
C -6.1460 -1.0176 3.7873 -0.03 -0.01 0.02
O -7.2793 -0.9234 3.4429 0.04 0.01 0.01
O -5.7389 -1.4504 5.0042 0.01 -0.07 -0.02
H -4.1636 -2.0977 7.0474 0.03 -0.05 -0.03
H -2.6240 -1.7400 6.2502 0.01 0.01 -0.01
H -3.7730 -0.4351 6.6033 0.01 0.00 -0.02
H -4.1784 -2.7235 4.6125 0.00 -0.01 0.01
H -3.0416 -1.0486 3.2789 -0.08 -0.02 -0.04
H -3.7428 0.2783 4.2431 0.03 0.00 0.03
C 0.5409 -6.8507 -3.0690 -0.01 0.09 -0.15
C 1.1979 -5.7926 -2.2254 -0.04 -0.04 0.00
C 0.2681 -4.8682 -1.4642 0.00 0.00 -0.02
O 1.0541 -3.6688 -1.3775 -0.20 0.09 0.14
C 1.9166 -3.6531 -2.4240 -0.01 0.09 0.06
O 2.5716 -2.7066 -2.7222 0.06 -0.05 -0.11
O 1.9100 -4.8416 -3.0520 0.06 -0.02 0.03
H 1.2769 -7.3411 -3.7041 0.02 -0.03 0.05
H 0.0801 -7.6025 -2.4289 -0.01 0.00 0.01
H -0.2249 -6.4149 -3.7114 -0.01 0.01 0.02
H 1.9306 -6.2347 -1.5451 0.02 -0.01 -0.01
H 0.0081 -5.2112 -0.4672 0.08 0.06 0.04
H -0.6397 -4.6457 -2.0289 -0.02 -0.05 -0.01
```
Positions in Å, forces in eV/Å.

***

(2)
Density functional theory data (ωB97M-V with the def2-TZVPD basis set) for a structure of composition C4H5NO2.

relative energy (zero: lowest compared OMol25 entry of this formula, charge and spin) = 4.166 eV
E_LUMO = 0.40 eV
total charge = 0
spin multiplicity = 1

```
12
Properties=species:S:1:pos:R:3:forces:R:3
O 0.8449 2.3354 0.9920 -0.03 -0.11 -0.07
C 0.4176 1.4229 0.2426 0.01 -0.07 0.03
N 0.7437 0.1282 0.2143 -0.04 0.27 0.07
C -0.0602 -0.8058 -0.5323 -0.06 -0.01 -0.03
C -0.6054 -1.8906 0.3725 0.11 -0.06 0.32
O -0.2862 -1.9967 1.5304 -0.14 0.02 -0.52
C -0.5194 2.3110 -0.2919 0.14 -0.02 -0.04
H 1.2291 -0.2371 1.0258 -0.02 0.07 -0.05
H 0.5097 -1.2899 -1.3382 -0.08 0.03 0.09
H -0.8953 -0.2769 -1.0064 0.06 -0.08 0.07
H -1.3031 -2.6035 -0.1076 0.06 0.04 0.06
H -0.0753 2.9029 -1.1013 -0.02 -0.08 0.07
```
Positions in Å, forces in eV/Å.

***

(3)
Density functional theory data (ωB97M-V with the def2-TZVPD basis set) for a cluster of 2 separate species, C2H5P in total.

relative energy (zero: lowest compared OMol25 entry of this formula, charge and spin) = 2.482 eV
E_LUMO = 0.29 eV
total charge = 0
spin multiplicity = 1

```
8
Properties=species:S:1:pos:R:3:forces:R:3
C 1.3880 -1.0538 0.0963 -3.87 -3.47 -1.81
C -0.4043 1.1533 0.0167 3.38 -3.03 -0.54
P 1.3747 0.5705 -0.0516 0.24 0.46 0.52
H 2.1861 -1.7508 0.2421 0.68 0.23 -0.03
H 0.2470 -2.0606 -0.3510 2.84 3.16 1.61
H -0.4436 1.4596 0.9665 -0.40 1.69 3.66
H -0.4887 1.8810 -0.6538 -0.88 3.03 -2.71
H -1.0033 0.3342 -0.0673 -1.99 -2.08 -0.70
```
Positions in Å, forces in eV/Å.

***

(4)
Density functional theory data (ωB97M-V with the def2-TZVPD basis set) for the molecule C6H12O.

relative energy (zero: lowest compared OMol25 entry of this formula, charge and spin) = 1.657 eV
SMILES = CC(C)[C@H]1O[C@H]1C
E_LUMO = 1.08 eV
total charge = 0
spin multiplicity = 1

```
19
Properties=species:S:1:pos:R:3:forces:R:3
C -2.0790 -1.1074 -0.1590 0.00 -0.06 -0.06
C -0.8039 -0.2603 -0.2322 0.09 0.00 -0.31
C -1.0974 1.2063 0.1431 0.02 0.05 0.05
C 0.4233 -0.9797 0.3090 -0.05 -0.18 -0.20
O 1.3393 -1.2543 -0.7976 0.01 -0.38 0.17
C 1.7828 -0.4344 0.2574 0.26 0.17 0.40
C 2.1454 1.0009 -0.0123 0.04 0.05 -0.09
H -2.7805 -0.7666 -0.9271 0.01 -0.05 0.13
H -1.8723 -2.1659 -0.3477 0.00 0.12 -0.02
H -2.5941 -1.0294 0.8078 0.24 0.03 -0.10
H -0.4488 -0.2749 -1.2647 -0.69 0.37 -0.26
H -1.9617 1.3118 0.8078 0.13 -0.17 -0.03
H -1.3394 1.7438 -0.7804 -0.02 0.05 0.21
H -0.2622 1.7292 0.6138 -0.09 -0.17 -0.05
H 0.2559 -1.8685 0.9210 0.03 0.24 0.03
H 2.5237 -0.9469 0.8681 0.00 0.08 0.20
H 1.4613 1.4984 -0.7019 0.06 -0.15 0.06
H 3.1510 1.0419 -0.4377 -0.05 0.03 0.01
H 2.1565 1.5562 0.9326 0.02 -0.05 -0.14
```
Positions in Å, forces in eV/Å.

***

| no. | electronic energy (Ha) | strongest force on any atom (eV Å⁻¹) |
| --- | --- | --- |
| 1 | -3659.50614 | 0.761 |
| 2 | -360.51632 | 0.535 |
| 3 | -420.41337 | 5.503 |
| 4 | -310.99839 | 0.827 |